The following is a DFT calculation (ωB97M-V/def2-TZVPD) of C17H21BN6O3SSr as an isolated structure.

```
50
C17H21BN6O3SSr (ωB97M-V/def2-TZVPD)
H 0.740 3.188 -0.895
N 0.302 1.665 -2.312
B -0.074 0.189 -4.376
N 0.314 1.565 -3.687
C 0.679 2.757 -4.203
Sr 0.184 -0.184 -0.830
H 0.730 2.857 -5.275
C 0.917 3.641 -3.136
H 1.220 4.666 -3.192
C 0.674 2.910 -1.948
H -0.010 0.324 -5.569
C -0.861 -2.128 0.077
H -0.777 -1.748 1.112
H -0.037 -2.756 -0.325
H -1.857 -2.210 -0.392
N -1.537 -0.210 -3.949
N 0.940 -0.944 -3.942
N -1.840 -0.386 -2.618
N 1.055 -1.267 -2.612
C -2.647 -0.398 -4.702
C 1.803 -1.707 -4.635
H -2.581 -0.281 -5.777
H 1.845 -1.581 -5.699
C -3.700 -0.721 -3.835
C 2.483 -2.537 -3.731
C -3.143 -0.709 -2.526
C 1.987 -2.235 -2.445
H -4.722 -0.934 -4.099
H 3.231 -3.267 -3.946
H -3.603 -0.909 -1.567
H 2.212 -2.614 -1.446
H -1.465 0.913 0.234
C -0.593 1.172 7.823
C -0.145 0.745 6.437
C 0.177 -0.591 6.179
C 0.620 -0.992 4.911
C 0.766 -0.114 3.809
C 0.427 1.224 4.112
C -0.021 1.645 5.379
S 1.668 -0.731 2.323
O 3.029 -0.474 2.810
O 1.117 -2.062 2.114
O 1.422 0.076 1.058
H -1.502 0.638 8.131
H 0.175 0.945 8.574
H -0.800 2.243 7.865
H 0.079 -1.316 7.020
H 0.871 -2.052 4.790
H 0.524 1.980 3.323
H -0.277 2.715 5.585
```

Properties
LUMO (alpha / beta) (eV): -2.7 / -1.1
ΔE to the lowest compared entry with this formula, charge and spin (kJ/mol): 586.2
Max |F| (hartree/bohr): 0.0530

Löwdin atomic charge list, values in e, 2 entries: atom 1 (H): 0.1137, atom 2 (N): -0.1507